No. 1
Formula: C4H16BrF6NiO4P
Source: the Open Molecules 2025 dataset
Level of theory: ωB97M-V/def2-TZVPD

Last column: Mulliken spin population.
Positions of all 33 atoms, in Å:
1 Ni -0.1221 -0.2501 -0.5525  1.791
2 P 1.1263 -2.6503 2.0694  0.003
3 F 2.7010 -2.5866 1.8587  0.000
4 F 1.4358 -1.6844 3.3238  0.001
5 F 0.7946 -1.1900 1.2287  0.010
6 F -0.4772 -2.6515 2.4547  0.000
7 F 0.8756 -3.5911 0.7232  0.000
8 F 1.2990 -3.9713 2.9955  0.000
9 Br 0.0643 -2.1246 -2.0902  0.103
10 C -1.0021 2.4242 -2.4379  0.004
11 O -1.0897 1.0083 -2.0231  0.020
12 H -0.8099 2.4740 -3.5096  0.001
13 H -1.9698 2.8825 -2.2335  0.001
14 H -0.2917 3.0692 -1.9208  0.000
15 H -1.5765 0.5997 -2.7425  0.000
16 C 0.1605 2.5457 1.2756  0.001
17 O -0.6361 1.3402 0.8779  0.012
18 H 1.1261 2.5939 0.7722  0.000
19 H -0.3425 3.4398 0.9072  0.000
20 H 0.4482 2.6650 2.3202  0.001
21 H -1.4228 1.4437 1.4183  0.001
22 C 3.0912 -0.0388 -0.6796  0.001
23 O 1.7885 0.5444 -0.9753  0.022
24 H 3.0326 -1.0710 -0.3342  0.000
25 H 3.8334 -0.1317 -1.4725  0.001
26 H 3.6074 0.5436 0.0835  0.001
27 H 2.0038 1.3402 -1.4672  0.002
28 C -3.1706 -1.0931 -0.2141  -0.001
29 O -1.8949 -1.0610 0.3880  0.021
30 H -3.2734 -0.2530 -0.9010  0.001
31 H -3.2570 -1.9834 -0.8370  0.000
32 H -4.0057 -1.0472 0.4849  0.001
33 H -2.0460 -1.5354 1.2088  0.002

Forces on the atoms, in the same order (eV/Å):
Ni 0.03 -0.94 0.40
P -0.61 -1.52 1.48
F 0.27 -0.03 -1.84
F -0.91 0.29 0.55
F 0.43 -0.52 -0.95
F 0.38 0.10 -0.68
F 0.29 1.82 1.55
F -0.13 0.39 -0.53
Br -0.16 0.64 0.09
C -0.91 -0.35 0.03
O 0.50 1.68 -0.03
H 0.12 -0.06 0.09
H -0.11 -0.02 -0.13
H 0.40 -0.86 0.32
H 0.17 -0.68 0.02
C 0.21 -0.08 -1.16
O 1.73 2.12 0.85
H -0.13 -0.80 -0.34
H -0.38 -0.04 0.29
H -0.75 -0.63 0.21
H -0.32 -0.69 -0.15
C 0.82 -0.73 0.87
O 1.21 -0.22 -0.10
H -0.81 0.23 0.23
H -0.74 0.53 -0.91
H -0.37 0.08 0.26
H -0.49 0.10 -0.18
C -0.56 0.01 -1.57
O -0.69 0.51 0.36
H 0.09 0.17 0.13
H -0.10 -0.18 0.11
H 0.24 -0.03 0.26
H 1.29 -0.31 0.45

As for the molecular weight: 411.7 g mol⁻¹. As for the energy above the lowest of the compared OMol25 structures with the same formula, charge and spin: 1.798 eV. Its multiplicity is 3. Its net charge is 0. The total energy comes out at -149282.0199 eV. Its lowest unoccupied orbital energy (spin up / spin down) is -0.36 / -0.38 eV. The value obtained for the max |F| is 2.9 eV/Å. For the frontier orbital gap (spin up / spin down), the calculation gives 8.5 / 8.4 eV.

No. 2
Formula: C4H16ClN8O4
Source: the Open Molecules 2025 dataset
Level of theory: ωB97M-V/def2-TZVPD

Last column: Löwdin charge in e.
Positions of all 33 atoms, in Å:
1 Cl -0.7742 0.0706 0.0660  0.791
2 C 1.5085 -0.3401 -2.1392  -0.748
3 O 2.2726 -0.4139 -3.0976  0.000
4 N 1.9288 -0.3409 -0.9126  0.148
5 N 0.1878 -0.4960 -2.1457  0.077
6 H 1.2347 -0.3133 -0.1794  0.007
7 H 2.9137 -0.1265 -0.8486  0.141
8 H -0.1860 -0.5401 -3.0829  0.120
9 H -0.3841 -0.2411 -1.3532  -0.162
10 C 1.9540 1.0550 1.5903  -0.880
11 O 3.0289 1.4895 1.9439  0.028
12 N 0.9996 1.6559 0.9524  0.104
13 N 1.5438 -0.0642 1.9536  0.159
14 H 0.1973 1.1986 0.5433  -0.126
15 H 1.4528 2.4750 0.5733  0.128
16 H 0.6911 -0.2495 1.4450  -0.002
17 H 2.1560 -0.8159 2.2367  0.146
18 C 0.4031 -2.5944 1.0141  -0.853
19 O 1.1258 -3.4571 1.3349  0.059
20 N 0.3298 -2.2099 -0.2284  0.084
21 N -0.4113 -1.9755 1.8640  0.102
22 H 0.9041 -2.8031 -0.8100  0.138
23 H -0.1539 -1.3584 -0.4758  -0.088
24 H -0.2989 -2.3977 2.7746  0.120
25 H -0.6735 -1.0574 1.5349  -0.026
26 C -3.0679 2.0846 -0.7482  -0.880
27 O -3.6612 3.0198 -1.2638  0.001
28 N -2.7630 1.0816 -1.4153  0.130
29 N -2.5904 2.0074 0.4349  0.126
30 H -2.0758 0.5402 -0.9105  -0.064
31 H -2.8008 1.2468 -2.4110  0.133
32 H -3.0878 2.5707 1.1098  0.124
33 H -1.9034 1.2992 0.6507  -0.039

Forces on the atoms, in the same order (eV/Å):
Cl -3.96 0.03 4.24
C 0.52 -1.30 -1.44
O -0.12 0.52 -0.87
N 2.67 1.03 1.99
N -1.07 -0.22 -5.30
H 1.76 0.08 -0.36
H -0.23 0.02 0.83
H -0.23 0.02 0.18
H 0.52 0.18 -2.92
C 2.78 2.82 1.39
O 2.05 1.53 -0.35
N 0.88 6.18 -1.31
N -2.29 -7.30 2.03
H 1.36 1.81 0.32
H -1.03 0.49 -0.52
H 0.79 -1.15 1.36
H -0.20 0.15 -0.04
C -1.96 1.33 -0.71
O 3.64 -4.69 2.22
N -0.03 -1.75 -2.20
N -1.12 -0.69 1.43
H -0.10 0.72 -0.38
H 0.60 -2.94 -0.45
H -0.31 1.07 0.25
H -1.00 -0.65 1.71
C -2.28 4.79 -1.21
O -1.38 1.76 0.27
N 0.82 -5.56 -5.25
N -0.16 2.11 5.85
H -0.88 -0.61 -1.97
H 0.28 -0.57 0.08
H 0.69 -0.07 0.23
H -1.01 0.85 0.92

As for the molecular weight: 275.7 g mol⁻¹. As for the energy above the lowest of the compared OMol25 structures with the same formula, charge and spin: 9.536 eV. Its multiplicity is 1. Its net charge is -1. The total energy comes out at -37039.6394 eV. Its lowest unoccupied orbital energy is 3.07 eV. The value obtained for the max |F| is 7.9 eV/Å. For the frontier orbital gap, the calculation gives 9.4 eV.

No. 3
Formula: C4H16F12N2O16S4
Source: the Open Molecules 2025 dataset
Level of theory: ωB97M-V/def2-TZVPD

Last column: Löwdin charge in e.
Positions of all 54 atoms, in Å:
1 C 8.7163 -16.3037 2.0318  -0.584
2 F 7.4090 -16.0296 2.4317  0.070
3 F 9.2931 -16.9971 2.9856  0.140
4 F 8.5838 -16.9978 0.8642  0.091
5 S 9.8067 -14.7113 1.7415  0.687
6 O 9.9611 -14.1064 3.1085  -0.344
7 O 11.0072 -15.1524 1.0891  -0.315
8 N 8.8459 -13.7752 0.6641  -0.325
9 S 8.0290 -12.7273 1.4778  0.580
10 O 7.0945 -13.3234 2.4680  -0.366
11 O 8.7966 -11.6478 2.1217  -0.338
12 C 6.8288 -12.0158 0.1256  -0.657
13 F 7.4760 -11.2598 -0.7986  0.094
14 F 6.3528 -13.0149 -0.5687  0.133
15 F 5.8245 -11.2684 0.5789  0.136
16 C 5.5977 1.2899 -5.9557  -0.586
17 F 6.2414 2.3845 -5.5549  0.122
18 F 4.7737 1.4566 -6.9930  0.127
19 F 6.6595 0.5016 -6.2847  0.078
20 S 4.5436 0.4313 -4.4428  0.700
21 O 5.2294 0.6573 -3.1772  -0.331
22 O 3.2464 1.1025 -4.5274  -0.371
23 N 4.1515 -1.2203 -5.0594  -0.283
24 S 5.3826 -2.0768 -4.5245  0.566
25 O 5.5976 -3.2964 -5.3269  -0.342
26 O 6.6697 -1.3456 -4.3443  -0.357
27 C 4.7919 -2.6374 -2.8150  -0.678
28 F 4.4464 -1.5889 -2.1002  0.124
29 F 3.8347 -3.6112 -2.9022  0.095
30 F 5.7369 -3.1680 -2.0762  0.136
31 O 12.2170 -14.6869 9.0618  -0.058
32 H 12.2662 -14.7782 8.1102  0.032
33 H 11.3273 -14.9615 9.2836  0.026
34 O 16.9312 -14.6982 -1.5836  -0.054
35 H 17.4823 -15.4792 -1.5329  0.022
36 H 16.2979 -14.8049 -0.8738  0.032
37 O 5.5270 -5.5783 4.5296  -0.057
38 H 5.7638 -5.9190 3.6670  0.032
39 H 5.1761 -4.7051 4.3547  0.025
40 O 12.0158 -11.7697 -2.6690  -0.053
41 H 11.5903 -12.0943 -1.8754  0.028
42 H 12.4819 -10.9827 -2.3867  0.024
43 O 1.7432 -12.5364 3.5270  -0.058
44 H 2.6740 -12.3846 3.6908  0.032
45 H 1.5177 -11.9174 2.8326  0.026
46 O 7.6426 -19.7617 8.4233  -0.057
47 H 7.3746 -19.1285 7.7573  0.032
48 H 7.5813 -19.2818 9.2492  0.025
49 O 8.8751 -10.4727 -6.3133  -0.053
50 H 9.0319 -9.5826 -5.9981  0.029
51 H 7.9954 -10.4425 -6.6896  0.024
52 O 8.3252 -14.8354 -3.8312  -0.051
53 H 8.4061 -14.6928 -2.8881  0.025
54 H 7.5443 -15.3809 -3.9253  0.022

Forces on the atoms, in the same order (eV/Å):
C -2.02 1.55 -0.90
F 2.32 -0.35 -0.51
F 0.13 -0.59 -0.16
F 0.60 0.29 1.26
S -1.16 2.41 2.03
O -0.54 -1.85 -3.40
O -0.67 -0.24 -0.22
N 2.09 -2.03 0.93
S -1.93 1.76 4.82
O 0.67 0.68 -2.13
O -0.84 -0.79 -2.15
C 1.65 0.64 -0.81
F 0.32 0.15 0.74
F -0.93 -1.30 -0.13
F 0.32 -0.39 0.63
C 1.32 -2.35 1.44
F -1.44 0.97 -0.04
F 0.81 0.37 0.61
F -1.43 -0.13 -0.65
S -2.50 0.57 -0.53
O -0.12 -0.45 -1.85
O 1.25 -0.40 -0.44
N 2.00 3.00 1.75
S 3.73 -1.80 -1.85
O -1.35 1.32 1.45
O -2.68 -1.09 0.51
C 0.40 -0.74 -0.22
F -1.72 0.52 -0.08
F 0.07 1.39 -0.12
F 1.65 -1.14 0.01
O 0.20 0.02 0.23
H 0.02 0.03 -0.29
H -0.22 -0.03 0.04
O 0.13 0.15 -0.15
H 0.13 -0.18 -0.02
H -0.26 0.04 0.16
O -0.01 -0.06 0.27
H 0.10 -0.16 -0.23
H -0.08 0.21 -0.04
O 0.12 -0.05 -0.26
H -0.22 -0.15 0.23
H 0.08 0.19 0.06
O -0.26 -0.13 0.15
H 0.32 -0.02 0.03
H -0.03 0.13 -0.18
O 0.05 -0.25 0.03
H -0.05 0.15 -0.25
H 0.00 0.10 0.20
O 0.15 -0.17 -0.12
H 0.07 0.21 0.15
H -0.23 -0.02 -0.05
O 0.09 -0.04 -0.29
H 0.09 0.14 0.35
H -0.18 -0.10 0.00

As for the molecular weight: 704.4 g mol⁻¹. Its multiplicity is 1. Its net charge is -2. The total energy comes out at -116097.6629 eV. Its lowest unoccupied orbital energy is 2.90 eV. The value obtained for the max |F| is 5.5 eV/Å. For the frontier orbital gap, the calculation gives 8.5 eV.